The molecule C3H4N2O, computed with ωB97M-V/def2-TZVPD.

Atoms and positions in Å:
O: -0.861 1.695 0.259
C: -0.982 -0.774 0.421
C: -0.186 0.512 0.594
C: 1.056 0.281 -0.231
N: 1.113 -0.907 -0.688
N: -0.131 -1.491 -0.263
H: -1.737 1.628 0.663
H: 0.137 0.512 1.656
H: 1.868 0.981 -0.393
H: -0.275 -2.439 -0.585

Orbital gap in eV: 9.584
Relative energy (zero: lowest compared OMol25 entry of this formula, charge and spin) in kJ/mol: 341.2
Multiplicity: 1
Net charge: 0
Electronic energy in eV: -8200.34909
HOMO level in hartree: -0.3383

=====

The molecule C3H4N2O at a distorted geometry, computed with ωB97M-V/def2-TZVPD.

Atoms and positions in Å:
C: 1.737 0.283 0.041
C: 1.059 -0.983 0.055
C: -0.847 0.208 -0.321
N: 1.134 1.378 -0.009
N: -2.084 0.479 0.061
O: -0.267 -0.925 -0.141
H: 2.822 0.208 0.005
H: 1.508 -1.919 -0.231
H: -2.455 1.387 -0.159
H: -2.607 -0.117 0.699

Orbital gap (alpha / beta) in eV: 7.236 / 7.654
Relative energy (zero: lowest compared OMol25 entry of this formula, charge and spin) in kJ/mol: 542.0
Multiplicity: 1
Net charge: 0
Electronic energy in eV: -8198.26786
HOMO level (alpha / beta) in hartree: -0.2725 / -0.2769

=====

The molecule C3H4N2O at a distorted geometry, computed with ωB97M-V/def2-TZVPD.

Atoms and positions in Å:
C: -1.138 0.048 -0.413
C: 0.999 -0.149 0.746
C: 1.381 0.515 -0.456
H: -2.203 -0.609 -0.490
H: -0.477 -0.326 -1.324
H: -1.078 1.152 -0.662
H: -0.739 -0.821 1.461
N: -0.367 -0.261 0.798
N: 1.981 0.869 -1.371
O: 1.641 -0.419 1.712

Orbital gap in eV: 10.471
Relative energy (zero: lowest compared OMol25 entry of this formula, charge and spin) in kJ/mol: 209.1
Multiplicity: 1
Net charge: 0
Structure (SMILES): CNC(=O)C#N
Electronic energy in eV: -8201.71860
HOMO level in hartree: -0.3810

=====

The molecule C3H4N2O, computed with ωB97M-V/def2-TZVPD.

Atoms and positions in Å:
O: 0.878 -2.332 -0.196
C: 0.961 -1.699 -1.316
C: 0.054 -0.453 -1.235
N: -0.174 -0.084 -0.049
C: -0.528 1.016 0.707
N: 0.312 1.938 0.950
H: 0.277 -1.832 0.437
H: -0.223 0.053 -2.169
H: -1.493 0.874 1.206
H: -0.061 2.555 1.668

Orbital gap in eV: 8.460
Relative energy (zero: lowest compared OMol25 entry of this formula, charge and spin) in kJ/mol: 431.7
Multiplicity: 1
Net charge: 0
Electronic energy in eV: -8199.41087
HOMO level in hartree: -0.3355